C45H110N2O11 | the ωB97M-V functional and the def2-TZVPD basis

Structure (XYZ):
```
168
Properties=species:S:1:pos:R:3:forces:R:3:mulliken_charge:R:1
C 1.3154 4.2914 6.7856 1.01 0.01 0.65 -1.20
C 0.5649 5.4017 6.1105 -0.27 0.74 -0.24 0.50
C -0.8790 5.4685 6.6695 1.27 0.94 0.49 -1.30
O 1.3674 6.6429 6.2737 -1.06 -1.08 0.03 -0.54
H 2.3288 4.2624 6.3853 0.03 -0.14 0.01 0.28
H 0.9181 3.2766 6.8054 -0.41 0.16 -0.53 0.37
H 1.4078 4.5718 7.8349 0.11 0.03 0.17 0.30
H 0.5742 5.2963 5.0256 -0.27 -0.30 -0.01 0.20
H -1.3349 4.4786 6.6878 -0.26 0.26 -0.51 0.36
H -1.4565 6.3000 6.2655 -0.29 -0.51 -0.59 0.35
H -0.7992 5.7556 7.7179 0.18 -0.14 0.37 0.36
H 0.9305 7.2029 6.9196 -0.05 0.02 0.14 0.31
C -3.0066 -6.8716 2.0769 2.18 1.36 0.93 -1.11
C -3.8566 -6.9384 0.8853 -1.89 -0.66 1.28 0.41
C -3.4087 -8.0437 0.0386 1.64 -1.34 -1.62 -1.35
O -5.1410 -7.3999 1.4019 -0.53 0.90 -0.70 -0.56
H -3.4341 -6.3866 2.9545 -0.42 -0.14 -0.21 0.34
H -2.1896 -6.2133 1.7816 0.66 -0.10 0.30 0.33
H -2.5785 -7.8308 2.3682 -0.15 -0.08 0.02 0.25
H -3.9138 -5.9567 0.4150 -0.58 -0.17 -0.14 0.33
H -3.8521 -8.1691 -0.9493 -0.44 0.15 0.22 0.29
H -3.5408 -8.9448 0.6375 -0.20 -0.36 -0.23 0.39
H -2.3338 -8.0834 -0.1382 0.24 0.49 -0.05 0.33
H -5.0149 -8.3516 1.4122 -0.51 -0.05 0.19 0.34
C 7.2203 3.2235 3.6703 -0.36 -1.13 -0.64 -1.30
C 7.9713 4.4791 3.2438 -1.06 0.39 -1.00 0.31
C 7.0733 5.7286 3.0825 -0.43 -1.37 -0.26 -1.00
O 8.9369 4.7487 4.1896 0.93 0.35 1.12 -0.54
H 6.5161 3.2583 4.5015 0.46 0.79 0.60 0.33
H 7.9561 2.4449 3.8714 0.01 0.01 0.19 0.34
H 6.5421 2.7834 2.9393 0.22 0.26 -0.75 0.38
H 8.4871 4.3447 2.2931 -0.01 -0.49 0.00 0.29
H 7.1170 6.3596 3.9702 0.01 0.11 -0.11 0.29
H 6.0822 5.2795 3.0191 -0.41 0.73 -0.26 0.29
H 7.3158 6.2780 2.1728 -0.11 0.17 0.25 0.25
H 8.3587 5.0803 4.8805 0.73 0.18 0.87 0.35
C 2.5434 4.2768 -7.8345 -0.15 0.01 -0.48 -1.41
C 2.4215 4.2669 -9.3703 -1.45 1.45 1.13 0.49
C 0.9229 4.5407 -9.8046 0.93 -1.48 0.31 -1.14
O 3.1969 5.2738 -9.9545 1.06 0.54 -0.77 -0.55
H 2.1322 5.1817 -7.3872 -0.23 0.10 -0.13 0.37
H 3.5880 4.2376 -7.5256 0.05 -0.31 -0.05 0.38
H 1.9878 3.4194 -7.4546 0.15 0.01 0.27 0.37
H 2.8541 3.3156 -9.6800 -0.54 -0.11 -0.53 0.22
H 0.4333 5.4089 -9.3635 0.59 0.19 0.26 0.28
H 0.3628 3.6733 -9.4552 -0.37 -0.09 -0.26 0.35
H 0.8355 4.6352 -10.8870 0.12 -0.17 0.04 0.32
H 3.4385 5.9723 -9.3418 -0.17 -0.14 0.20 0.31
C -10.8307 4.1698 -1.8868 0.80 1.36 -2.25 -1.13
C -10.3625 3.0160 -1.1168 2.79 -1.90 -0.23 0.63
C -9.2188 3.0905 -0.1206 0.62 1.30 -0.07 -1.44
O -11.4472 2.4446 -0.5593 -2.53 -1.49 2.09 -0.51
H -11.1002 3.6706 -2.8175 -0.45 0.65 -0.35 0.30
H -10.0326 4.8677 -2.1399 0.14 0.10 -0.05 0.30
H -11.6889 4.7630 -1.5709 0.08 -0.40 0.65 0.31
H -9.9840 2.2267 -1.7663 -0.12 0.18 -0.89 0.10
H -9.3646 4.0432 0.3886 0.21 -0.27 1.08 0.40
H -8.2102 3.1557 -0.5286 -0.13 0.38 -0.79 0.36
H -9.0837 2.1802 0.4634 -0.86 0.23 0.49 0.35
H -11.5486 2.8801 0.2903 -0.53 -0.13 0.31 0.32
C -4.5472 0.6441 6.3496 -0.84 0.39 0.36 -1.11
C -5.9617 0.8605 5.6801 2.19 0.08 -0.51 0.43
C -6.1499 2.3778 5.4135 -0.80 -0.55 -0.10 -1.30
O -5.9839 0.1559 4.3829 -0.49 0.94 1.27 -0.54
H -4.2736 -0.2419 6.9225 -0.95 -0.53 -0.09 0.36
H -4.5400 1.4442 7.0897 0.71 0.17 -0.03 0.29
H -3.7187 0.6892 5.6428 -0.28 0.70 -0.27 0.25
H -6.7811 0.5732 6.3390 0.06 -0.48 -0.08 0.27
H -7.2154 2.4998 5.2190 0.04 0.13 -0.93 0.32
H -5.4982 2.7456 4.6209 -0.26 -0.15 -0.19 0.32
H -6.0578 3.0764 6.2451 0.63 -0.58 0.53 0.40
H -6.2399 -0.7523 4.5592 0.00 -0.10 0.01 0.30
C -4.7685 6.8963 -6.5152 -0.30 0.54 0.61 -1.34
C -6.1945 6.5365 -6.0759 0.51 -0.28 -1.25 0.60
C -6.2689 5.1268 -5.4856 -0.08 -0.12 -0.67 -1.23
O -6.6907 7.4826 -5.1647 0.41 0.90 0.80 -0.59
H -4.7219 7.9715 -6.6880 0.19 0.15 0.53 0.34
H -4.4655 6.5100 -7.4884 -0.26 -0.70 0.20 0.35
H -4.1062 6.5473 -5.7230 0.47 0.38 -0.21 0.33
H -6.7487 6.6549 -7.0070 -0.56 -0.52 -0.03 0.25
H -7.1547 4.6511 -5.9066 -0.19 -0.25 0.61 0.33
H -6.2495 5.1647 -4.3964 -0.38 0.08 -0.06 0.34
H -5.4304 4.4884 -5.7638 0.13 0.14 -0.26 0.32
H -7.6443 7.5900 -5.1936 0.05 -0.33 -0.26 0.31
C 3.3276 -2.6016 -5.0123 0.75 0.04 1.32 -1.21
C 2.6066 -3.9362 -5.2462 0.15 0.81 -1.06 0.64
C 1.1197 -3.9101 -4.9940 -0.30 0.27 -0.23 -1.39
O 2.8632 -4.3180 -6.6088 -0.35 -0.02 0.42 -0.54
H 4.3007 -2.4832 -5.4889 -0.02 -0.71 -0.30 0.35
H 3.5674 -2.5642 -3.9497 0.02 0.07 0.27 0.31
H 2.8657 -1.6311 -5.1941 -0.92 -0.45 -0.41 0.31
H 2.9481 -4.7296 -4.5813 0.79 0.11 0.07 0.16
H 0.9577 -3.9940 -3.9194 -0.41 0.25 -0.08 0.30
H 0.6526 -4.7591 -5.4931 0.00 -0.42 0.28 0.41
H 0.6211 -3.0567 -5.4537 0.10 0.31 0.36 0.35
H 2.1007 -4.8692 -6.7997 0.18 -0.25 -0.62 0.30
C -6.1759 -2.0083 -3.0055 0.00 -0.04 -1.13 -1.14
C -6.4519 -2.0082 -4.5446 -1.04 3.09 -0.51 0.42
C -7.9444 -1.8186 -4.9694 0.38 -1.94 1.13 -1.10
O -5.7776 -0.8361 -5.1755 0.37 -1.36 0.99 -0.54
H -6.4385 -3.0017 -2.6419 0.07 0.05 0.21 0.35
H -6.6968 -1.2609 -2.4070 -0.42 0.05 -0.44 0.28
H -5.1232 -1.8059 -2.8084 0.12 -0.31 -0.23 0.30
H -6.1388 -2.9533 -4.9883 0.44 0.07 0.03 0.18
H -8.3532 -2.7194 -4.5116 -0.89 -0.08 0.03 0.33
H -8.1211 -1.9623 -6.0353 0.37 0.25 -0.10 0.36
H -8.5212 -0.9673 -4.6080 0.61 0.17 0.13 0.26
H -5.7828 -1.0079 -6.1200 -0.01 0.06 -0.10 0.31
C 7.3842 -8.9838 3.0674 -0.36 0.14 0.29 -2.01
C 8.1231 -7.6816 3.2209 1.26 1.23 0.37 1.52
C 8.6290 -7.2272 1.8080 -0.13 0.62 0.09 -1.07
C 9.0702 -5.7710 1.7585 2.74 -0.94 1.63 -0.81
C 8.0806 -4.7746 2.2291 -0.29 -0.44 1.15 -1.00
C 7.4055 -5.1716 3.6125 0.40 -0.30 -0.27 1.27
N 7.1302 -6.6862 3.7090 0.87 1.58 -2.25 0.10
O 6.6583 -7.0541 4.9589 -0.22 0.20 0.85 -0.48
C 8.2769 -4.5759 4.8432 -0.74 -1.44 -0.29 -1.39
C 6.0501 -4.4344 3.6034 0.15 -0.11 0.51 -1.79
C 9.3743 -7.8310 4.2274 0.57 -0.40 -0.61 -1.62
H 6.5662 -8.8175 2.3666 -0.05 -0.11 -0.04 0.41
H 8.0100 -9.7928 2.6906 0.05 0.00 0.25 0.38
H 6.9586 -9.1779 4.0519 0.05 -0.67 -0.15 0.45
H 9.5104 -7.8459 1.6394 -0.16 -0.12 -0.47 0.49
H 7.9166 -7.3066 0.9869 -0.47 -0.91 0.30 0.34
H 9.8988 -5.8476 2.4625 0.28 0.71 0.61 0.30
H 9.6628 -5.4821 0.8905 -0.72 -0.10 -0.64 0.43
H 7.4137 -4.6338 1.3785 -0.73 0.24 0.49 0.36
H 8.5367 -3.8270 2.5157 0.13 0.15 -0.69 0.41
H 8.7341 -3.6128 4.6161 -0.41 0.07 0.05 0.35
H 9.0575 -5.2153 5.2553 0.32 -0.28 -0.85 0.33
H 7.6568 -4.5775 5.7396 -0.48 0.74 -0.18 0.38
H 6.2099 -3.3663 3.7511 0.12 0.04 0.44 0.38
H 5.4412 -4.8451 4.4088 -0.18 0.33 0.08 0.41
H 5.4812 -4.4513 2.6738 0.22 -0.68 -0.14 0.38
H 9.3170 -8.4482 5.1240 -1.38 0.46 0.42 0.40
H 10.2202 -8.4119 3.8599 -0.05 -0.10 -1.35 0.44
H 9.8924 -6.9083 4.4886 -0.59 0.22 0.04 0.27
H 5.7312 -7.2131 4.7667 -0.19 -0.13 0.35 0.38
C 0.7365 -0.5059 -0.1107 -0.43 0.87 -0.39 -1.55
C 0.4091 0.6203 0.9454 0.69 -1.27 -0.09 1.36
C 1.6675 1.5450 0.8385 -0.96 -0.06 2.40 -1.20
C 1.7572 2.4903 -0.3337 -1.20 0.24 -0.64 -0.72
C 0.3548 3.2282 -0.5230 0.09 -1.37 0.31 -1.41
C -0.8509 2.2399 -0.5509 -1.58 -0.55 -0.41 1.62
N -0.8289 1.3649 0.6368 0.54 0.28 1.14 0.24
O -1.9916 0.5003 0.6679 1.01 0.17 -0.77 -0.45
C -2.1841 3.0851 -0.4613 -0.12 0.02 -0.55 -1.77
C -0.8908 1.4416 -1.9105 0.12 1.06 0.72 -1.76
C 0.3205 -0.0895 2.3960 1.03 0.03 -1.68 -1.81
H 1.5629 -1.1829 0.1058 -0.45 -0.34 0.87 0.40
H 1.1727 -0.0162 -0.9813 -0.41 0.17 -0.24 0.33
H -0.1908 -0.9797 -0.4328 0.26 -0.46 0.11 0.31
H 1.6719 2.1064 1.7728 -0.13 0.60 0.08 0.39
H 2.4790 0.8488 1.0505 0.45 0.10 -0.81 0.44
H 2.0220 1.9306 -1.2308 -0.40 -0.10 -0.28 0.33
H 2.6005 3.1784 -0.2764 -0.20 0.26 0.50 0.42
H 0.2872 3.7924 -1.4532 0.27 -0.01 -0.06 0.38
H 0.0583 3.9082 0.2755 0.78 0.15 0.28 0.52
H -2.0389 4.1192 -0.7739 0.43 0.16 0.13 0.42
H -2.9460 2.7569 -1.1683 0.11 -0.49 -0.06 0.41
H -2.7211 3.1151 0.4867 0.60 -0.18 0.31 0.37
H 0.1506 1.3785 -2.2262 -0.29 -0.41 -0.53 0.38
H -1.3963 0.4771 -1.8631 0.27 0.01 0.29 0.24
H -1.4872 2.0448 -2.5950 0.37 0.03 -0.32 0.56
H 0.2712 0.5002 3.3113 -0.82 0.49 -0.37 0.40
H 1.2682 -0.6026 2.5590 0.36 -0.06 -0.37 0.40
H -0.3722 -0.9282 2.3259 -0.45 0.39 0.29 0.44
H -2.3726 0.6379 1.5382 0.06 0.24 0.14 0.32
```
Forces are in eV/Å.

The gap between HOMO and LUMO comes out at 8.53 eV. As for the maximum force: 3.60 eV/A. The value obtained for the calculated total energy is -2717.3111 a.u. Its energy above the lowest of the compared OMol25 structures with the same formula, charge and spin is 739.6 kJ/mol. Its SMILES is CC1(C)CCCC(C)(C)N1O.CC1(C)CCCC(C)(C)N1O.CC(C)O.CC(C)O.CC(C)O.CC(C)O.CC(C)O.CC(C)O.CC(C)O.CC(C)O.CC(C)O. Its LUMO energy is 0.17 eV. As for the net charge: 0.